[1]
Here is a cluster of 2 separate species, C5H14N2O in total in a non-equilibrium geometry from the Open Molecules 2025 dataset. Energies are from the ωB97M-V functional and the def2-TZVPD basis.

Summary:
E_HOMO ... -8.650 eV
HOMO-LUMO gap ... 9.5 eV
Energy relative to the best compared isomer or geometry (same formula, charge and spin) ... 53.7 kcal/mol

Element x y z (Å)
1 C -1.23426 2.07649 -0.18943
2 C -0.74980 0.83113 -0.87212
3 C -1.02974 -0.42370 -0.45323
4 C -1.96233 -0.75893 0.67502
5 O -0.85276 -1.50654 -1.29012
6 H -2.19736 2.40222 -0.60164
7 H -1.35983 1.92302 0.88275
8 H -0.51947 2.89219 -0.33652
9 H -0.35917 0.96792 -1.87638
10 H -1.68256 -0.21727 1.57671
11 H -2.98932 -0.49162 0.42241
12 H -1.91938 -1.83033 0.85727
13 H -0.41569 -1.22682 -2.10342
14 N 2.04069 0.63361 0.32950
15 C 1.84410 -0.70585 0.82400
16 N 2.31184 -1.71602 -0.08256
17 H 2.09187 1.29254 1.09768
18 H 1.16953 0.90135 -0.21744
19 H 2.36300 -0.82697 1.78098
20 H 0.70483 -0.87527 0.91458
21 H 1.59839 -1.93021 -0.77180
22 H 3.14741 -1.41093 -0.56627

=====

[2]
Here is a structure of composition C5H14N2O in a non-equilibrium geometry from the Open Molecules 2025 dataset. Energies are from the ωB97M-V functional and the def2-TZVPD basis.

Summary:
E_HOMO ... -8.543 eV
HOMO-LUMO gap ... 9.5 eV
Energy relative to the best compared isomer or geometry (same formula, charge and spin) ... 73.4 kcal/mol

Element x y z (Å)
1 C -0.14097 -0.24769 -0.70798
2 C 0.41939 0.99209 -3.41913
3 C 0.96448 0.66862 -0.26651
4 N -0.29416 -0.02263 -2.65312
5 O -1.36262 0.03513 -0.48667
6 H -1.27759 0.26833 -2.27862
7 H -0.28710 -0.92431 -3.11983
8 H 0.17343 -1.30537 -0.73114
9 H 1.47735 0.73386 -3.47884
10 H 0.02778 1.09688 -4.43586
11 H 0.32875 1.95086 -2.91159
12 H 1.88365 0.49168 -0.82153
13 H 0.66283 1.70995 -0.36176
14 H 1.14282 0.45513 0.79051
15 C -1.36510 -0.48434 2.88764
16 C -0.03033 -0.90263 3.39599
17 N 0.98195 -0.97904 2.64548
18 H 1.83933 -1.21559 3.14366
19 H -0.00543 -1.17678 4.46160
20 H -1.71232 0.38203 3.45456
21 H -1.33822 -0.24314 1.82659
22 H -2.08793 -1.28305 3.06656

=====

[3]
Here is a cluster of 2 separate species, C5H14N2O in total in a non-equilibrium geometry from the Open Molecules 2025 dataset. Energies are from the ωB97M-V functional and the def2-TZVPD basis.

Summary:
E_HOMO ... -8.217 eV
HOMO-LUMO gap ... 9.0 eV
Energy relative to the best compared isomer or geometry (same formula, charge and spin) ... 75.1 kcal/mol

Element x y z (Å)
1 C 0.60808 -3.29650 1.70171
2 C -0.04531 -2.19855 1.36474
3 C -0.31971 -1.72264 -0.04356
4 C -1.22643 -0.47935 -0.07051
5 N -0.29657 0.60813 -0.34084
6 C -0.81307 1.96601 -0.80894
7 N -2.00202 1.88274 -1.62475
8 H 0.66824 -3.54270 2.72156
9 H 0.77053 -4.11871 0.95149
10 H -0.28774 -1.50784 2.14973
11 H -0.67866 -2.57651 -0.60810
12 H 0.66443 -1.35987 -0.43152
13 H -1.79024 -0.36451 0.87522
14 H -2.00280 -0.51524 -0.82149
15 H 0.43016 0.70976 0.38233
16 H 0.10054 2.46067 -1.28190
17 H -1.12264 2.56464 0.12418
18 H -2.51615 1.01481 -1.30225
19 H -1.78002 1.77985 -2.59700
20 O 3.35408 2.27867 -0.01864
21 H 4.09824 1.66710 -0.01050
22 H 3.50347 2.70233 0.83220

=====

[4]
Here is the molecule C5H14N2O from the Open Molecules 2025 dataset. Energies are from the ωB97M-V functional and the def2-TZVPD basis.

Summary:
E_HOMO ... -8.691 eV
HOMO-LUMO gap ... 9.5 eV
Energy relative to the best compared isomer or geometry (same formula, charge and spin) ... 34.6 kcal/mol

Element x y z (Å)
1 C 0.65550 0.90609 1.66275
2 N 0.25378 0.84579 0.26709
3 C 1.32437 1.16239 -0.62933
4 O 2.37121 0.21523 -0.73189
5 C -0.64859 -0.26257 -0.03949
6 C -0.12964 -1.64578 0.40191
7 C -0.97613 -0.29486 -1.54416
8 N -1.84969 0.00532 0.74958
9 H -0.20006 0.63931 2.27601
10 H 1.49705 0.24178 1.88881
11 H 0.95122 1.93069 1.88857
12 H 0.91757 1.38170 -1.62409
13 H 1.80850 2.06665 -0.24908
14 H 2.04403 -0.56614 -1.19036
15 H -0.12091 -1.70154 1.48607
16 H 0.87590 -1.83029 0.03488
17 H -0.78768 -2.42427 0.02259
18 H -1.79734 -0.99025 -1.71133
19 H -1.28601 0.69139 -1.88381
20 H -0.13190 -0.62900 -2.14246
21 H -2.20013 0.93137 0.53296
22 H -2.57104 -0.67300 0.53476

=====

[5]
Here is a structure of composition C5H14N2O in a non-equilibrium geometry from the Open Molecules 2025 dataset. Energies are from the ωB97M-V functional and the def2-TZVPD basis.

Summary:
E_HOMO ... -7.757 eV
HOMO-LUMO gap ... 6.4 eV
Energy relative to the best compared isomer or geometry (same formula, charge and spin) ... 141.2 kcal/mol

Element x y z (Å)
1 N -0.10552 0.06508 1.12649
2 C 1.09081 0.51611 1.58158
3 C 2.35649 0.08770 -0.56785
4 C 1.02115 -0.07906 -1.07494
5 C -0.07423 -0.73591 -0.09511
6 C -1.42118 -0.93951 -0.79752
7 N -2.41605 -1.15303 0.20216
8 H 2.01525 0.51700 0.69578
9 H 1.52672 -0.28280 2.18307
10 H 0.98983 1.44665 2.13586
11 H 2.77711 0.97936 -1.02261
12 H 3.07421 -0.72113 -0.45455
13 H 0.92400 -0.67892 -1.97927
14 H 0.61570 0.91069 -1.29724
15 H 0.48934 -1.65031 0.14878
16 H -1.27570 -1.87514 -1.33811
17 H -1.55382 -0.08650 -1.45349
18 H -3.27804 -1.49209 -0.15357
19 H -2.62139 -0.26479 0.65578
20 H -1.59467 2.70211 0.48576
21 H -0.69129 0.94549 0.75180
22 O -1.84873 1.78900 0.26721

=====

[6]
Here is a structure of composition C5H14N2O in a non-equilibrium geometry from the Open Molecules 2025 dataset. Energies are from the ωB97M-V functional and the def2-TZVPD basis.

Summary:
E_HOMO ... -7.893 eV
HOMO-LUMO gap ... 8.7 eV
Energy relative to the best compared isomer or geometry (same formula, charge and spin) ... 98.3 kcal/mol

Element x y z (Å)
1 C -0.71219 -0.45914 -0.34867
2 C -0.83449 0.93302 0.18633
3 C 1.73785 1.27237 -0.19581
4 C -0.53178 -1.65689 0.55702
5 C -0.16387 -0.67604 -1.74329
6 N 0.58664 0.97873 0.63642
7 N 0.84105 0.67213 1.99962
8 O -2.43527 -0.54510 -0.78407
9 H -3.07383 -0.59699 -0.05804
10 H 1.59087 -0.01326 2.07824
11 H 1.15088 1.51201 2.49069
12 H -1.02719 1.65587 -0.60612
13 H -1.50682 1.00320 1.04212
14 H 2.39974 0.40368 -0.24991
15 H 2.29673 2.11341 0.22874
16 H 1.43435 1.57192 -1.19967
17 H -1.16710 -2.45581 0.16084
18 H -0.86267 -1.45538 1.57736
19 H 0.49725 -2.02410 0.56320
20 H 0.83119 -1.12362 -1.75224
21 H -0.88484 -1.34423 -2.23543
22 H -0.16650 0.23420 -2.34734

=====

[7]
Here is a cluster of 2 separate species, C5H14N2O in total in a non-equilibrium geometry from the Open Molecules 2025 dataset. Energies are from the ωB97M-V functional and the def2-TZVPD basis.

Summary:
E_HOMO ... -8.545 eV
HOMO-LUMO gap ... 9.2 eV
Energy relative to the best compared isomer or geometry (same formula, charge and spin) ... 78.5 kcal/mol

Element x y z (Å)
1 C -1.32019 0.00442 1.25483
2 N -0.23078 0.68196 0.66768
3 C -0.30333 0.88885 -0.78984
4 C -0.65152 -0.36082 -1.60305
5 C 1.04675 1.46523 -1.23156
6 O -1.34002 1.82135 -1.03708
7 H -2.25776 0.11246 0.71656
8 H -1.45209 0.29990 2.29648
9 H -0.89394 -1.18468 1.41623
10 H 0.66144 0.09939 0.86332
11 H -1.67048 -0.67649 -1.39520
12 H -0.57847 -0.13344 -2.66399
13 H 0.03660 -1.17201 -1.37547
14 H 1.83591 0.71916 -1.14694
15 H 1.30485 2.32120 -0.60777
16 H 0.97895 1.79124 -2.26799
17 H -1.19923 2.57396 -0.44996
18 C 1.46308 -1.58834 1.24021
19 N 0.35543 -2.24882 1.40580
20 H 1.93165 -1.63124 0.25877
21 H 2.10372 -1.26905 2.06872
22 H 0.17939 -2.51425 2.38025

=====

[8]
Here is the molecule C5H14N2O in a non-equilibrium geometry from the Open Molecules 2025 dataset. Energies are from the ωB97M-V functional and the def2-TZVPD basis.

Summary:
E_HOMO ... -8.544 eV
HOMO-LUMO gap ... 9.5 eV
Energy relative to the best compared isomer or geometry (same formula, charge and spin) ... 73.7 kcal/mol

Element x y z (Å)
1 C -3.81873 0.55541 0.86248
2 N -2.37865 0.43133 1.11767
3 C -1.49033 0.31859 -0.04286
4 C -0.31290 -0.70434 0.14007
5 N 0.92970 0.05709 0.07362
6 C 2.07191 -0.83924 -0.36390
7 C 3.25862 0.12771 -0.71449
8 O 3.71960 -0.21243 -2.01210
9 H -4.10123 1.34113 0.12445
10 H -4.15715 -0.43262 0.58436
11 H -4.28950 0.95134 1.74869
12 H -1.99990 1.17184 1.69402
13 H -1.02606 1.26980 -0.28797
14 H -2.00847 0.04560 -0.98743
15 H -0.48704 -1.51834 -0.59411
16 H -0.50055 -1.11482 1.14703
17 H 1.12043 0.39807 1.01193
18 H 1.62860 -1.33217 -1.22977
19 H 2.40042 -1.39889 0.51794
20 H 2.74569 1.09462 -0.78029
21 H 4.02852 0.01357 0.06216
22 H 4.66703 -0.22323 -2.07150

=====

[9]
Here is the molecule C5H14N2O in a non-equilibrium geometry from the Open Molecules 2025 dataset. Energies are from the ωB97M-V functional and the def2-TZVPD basis.

Summary:
E_HOMO ... -8.810 eV
HOMO-LUMO gap ... 9.8 eV
Energy relative to the best compared isomer or geometry (same formula, charge and spin) ... 88.7 kcal/mol

Element x y z (Å)
1 C 2.06309 1.30030 -1.61891
2 C 1.38471 1.73952 -0.33135
3 C -0.05922 1.13500 -0.14123
4 N 0.07652 -0.29181 0.02132
5 O -0.17176 -0.94211 -1.25182
6 N -0.88457 -0.69726 1.02332
7 C -2.28954 -0.71994 0.65246
8 C -0.46867 -1.92663 1.66675
9 H 2.99759 1.84110 -1.76086
10 H 1.42294 1.49321 -2.47754
11 H 2.28537 0.23708 -1.59039
12 H 1.26560 2.82483 -0.32535
13 H 1.99187 1.46011 0.53010
14 H -0.47566 1.57762 0.76392
15 H -0.66650 1.38138 -1.01770
16 H 0.56994 -1.54601 -1.37240
17 H -2.52184 -1.53788 -0.04205
18 H -2.55763 0.22191 0.17727
19 H -2.89086 -0.84034 1.55378
20 H -0.64217 -2.81206 1.03888
21 H -1.02098 -2.04510 2.59947
22 H 0.59176 -1.85294 1.90231

=====

[10]
Here is the molecule C5H14N2O in a non-equilibrium geometry from the Open Molecules 2025 dataset. Energies are from the ωB97M-V functional and the def2-TZVPD basis.

Summary:
E_HOMO ... -8.058 eV
HOMO-LUMO gap ... 8.9 eV
Energy relative to the best compared isomer or geometry (same formula, charge and spin) ... 107.7 kcal/mol

Element x y z (Å)
1 C 0.43025 2.97456 0.96688
2 C -0.10580 1.61244 1.27109
3 N -0.22014 0.86765 0.03432
4 C -0.21825 -0.55847 0.03016
5 C 1.12571 -1.09733 -0.39023
6 N 1.12984 -2.47842 -1.03887
7 C -1.35844 -1.03992 -0.89446
8 O -2.04534 -1.96326 -0.32770
9 H 0.03372 3.89926 1.38831
10 H 0.25697 3.18537 0.01078
11 H 1.49289 2.95934 1.42230
12 H 0.27680 1.04725 2.15390
13 H -1.14507 1.73734 1.76793
14 H 0.29265 1.29210 -0.70221
15 H -0.46180 -0.90613 0.95516
16 H 2.03554 -1.19503 0.39858
17 H 1.62609 -0.61978 -1.20140
18 H 0.64031 -2.31047 -2.03730
19 H 0.90160 -3.29781 -0.51659
20 H -1.02790 -1.11261 -1.97954
21 H -2.04506 -0.21226 -1.09244
22 H -1.61458 -2.78383 -0.21866

=====

[11]
Here is a cluster of 3 separate species, C5H14N2O in total in a non-equilibrium geometry from the Open Molecules 2025 dataset. Energies are from the ωB97M-V functional and the def2-TZVPD basis.

Summary:
E_HOMO ... -6.236 eV
HOMO-LUMO gap ... 7.1 eV
Energy relative to the best compared isomer or geometry (same formula, charge and spin) ... 132.7 kcal/mol

Element x y z (Å)
1 C -1.44156 0.54458 -0.97244
2 C 0.56037 -0.86449 -0.30274
3 C 0.33026 0.43471 0.18458
4 C -0.22471 0.68845 1.56043
5 C 2.34392 -0.65908 1.00729
6 N -2.40843 -0.41611 -0.57262
7 N 1.04801 -1.13390 -1.54969
8 O -1.94226 1.85976 -0.76460
9 H -1.28658 2.48632 -1.09808
10 H -1.15941 0.40854 -2.02069
11 H -0.01857 -1.67140 0.13448
12 H 0.89257 1.24601 -0.26623
13 H -3.29213 -0.28602 -1.06724
14 H -2.62081 -0.30557 0.41435
15 H 0.80069 -2.00883 -1.98266
16 H 1.62360 -0.44038 -2.00251
17 H 0.56005 1.03336 2.23557
18 H -1.00994 1.44719 1.51711
19 H -0.65102 -0.22085 1.99076
20 H 2.06956 -1.29027 1.85271
21 H 3.07487 -1.14771 0.36211
22 H 2.75151 0.29570 1.34010

=====

[12]
Here is the molecule C5H14N2O in a non-equilibrium geometry from the Open Molecules 2025 dataset. Energies are from the ωB97M-V functional and the def2-TZVPD basis.

Summary:
E_HOMO ... -8.109 eV
HOMO-LUMO gap ... 8.9 eV
Energy relative to the best compared isomer or geometry (same formula, charge and spin) ... 68.6 kcal/mol

Element x y z (Å)
1 C 1.28401 0.05996 1.54847
2 C 0.94457 0.17098 0.07636
3 C 2.07184 -0.92700 -0.86769
4 N 1.03462 1.48152 -0.39743
5 C -0.19820 -0.63819 -0.38592
6 C -1.68854 0.14985 0.22721
7 N -2.76402 -0.76774 0.00823
8 O -1.78390 1.36648 -0.54005
9 H 1.25412 -0.97723 1.87125
10 H 0.56644 0.62873 2.13868
11 H 2.28014 0.46100 1.72731
12 H 2.87828 -0.26382 -1.17098
13 H 2.46343 -1.65981 -0.16622
14 H 1.75706 -1.43102 -1.77881
15 H 0.67033 2.18854 0.22611
16 H 0.62649 1.61263 -1.31786
17 H -0.40844 -0.54694 -1.44768
18 H -0.25728 -1.63566 0.03143
19 H -1.65470 0.39311 1.29651
20 H -3.68110 -0.38100 0.22000
21 H -2.77730 -1.10015 -0.94974
22 H -2.61782 1.81574 -0.34918

=====

What is the energy relative to the best compared isomer or geometry (same formula, charge and spin) in the seventh record? 78.5 kcal/mol

=====

Look up the energy relative to the best compared isomer or geometry (same formula, charge and spin) of the eleventh one. 132.7 kcal/mol

=====

Which of these has the lowest energy relative to the best compared isomer or geometry (same formula, charge and spin)? number 4

=====

What is the E_HOMO in the second record? -8.543 eV